Record 1
{
  "formula": "C28H49BrNO3P3Ti",
  "method": "wB97M-V/def2-TZVPD",
  "elements": ["N", "C", "C", "C", "C", "C", "C", "Ti", "P", "C", "C", "C", "C", "C", "C", "C", "Br", "H", "H", "H", "H", "H", "H", "H", "H", "H", "H", "P", "C", "C", "H", "H", "H", "H", "H", "C", "C", "H", "H", "H", "H", "H", "C", "C", "H", "H", "H", "H", "H", "C", "C", "H", "H", "H", "H", "H", "C", "C", "H", "H", "H", "H", "H", "C", "C", "H", "H", "H", "H", "H", "C", "O", "P", "O", "C", "O", "C", "H", "H", "H", "H", "H", "H", "H", "H", "H"],
  "coordinates": [[-5.9142, -1.8636, 4.1785], [-5.3728, -0.8621, 4.8599], [-4.9807, 0.3207, 4.2365], [-5.1933, 0.4085, 2.8405], [-6.0126, -0.5651, 2.1964], [-6.3208, -1.7131, 2.9270], [-4.5827, 1.4391, 2.0479], [0.1136, 1.2153, -1.0750], [3.2955, 0.3926, -1.5790], [-4.6089, 1.3470, 0.6716], [-3.6512, 1.8839, -0.2202], [-3.8506, 1.6839, -1.6270], [-2.7435, 1.6953, -2.4498], [-1.5068, 1.8555, -1.7695], [-1.3659, 2.4509, -0.4476], [-2.5259, 2.4925, 0.3407], [1.3332, 2.4939, -2.6853], [-4.1258, 2.2740, 2.6033], [-5.4967, 0.9501, 0.1667], [-4.4591, 1.1240, 4.7657], [-6.3420, -0.4876, 1.1567], [-5.2422, -0.9295, 5.9338], [-6.9276, -2.4868, 2.4641], [-4.8680, 1.4897, -1.9826], [-2.5605, 2.9567, 1.3316], [-2.7776, 1.4792, -3.5120], [-0.3725, 2.8462, -0.0912], [-0.6479, -1.1891, -1.1839], [4.1778, 1.9625, -0.9985], [4.8596, 2.8857, -1.9901], [4.8880, 1.6084, -0.2335], [3.4009, 2.5028, -0.4301], [4.9899, 3.8472, -1.4803], [5.8624, 2.5410, -2.2816], [4.2747, 3.0948, -2.8922], [3.4534, -0.0194, -3.3926], [4.5835, 0.5212, -4.2593], [2.5014, 0.3465, -3.8138], [3.4066, -1.1239, -3.4582], [4.1900, 0.5709, -5.2848], [4.8971, 1.5330, -3.9844], [5.4637, -0.1368, -4.2793], [4.3952, -0.8999, -0.8888], [5.8767, -0.5595, -1.0332], [4.1580, -1.8218, -1.4448], [4.1069, -1.0420, 0.1683], [6.4690, -1.4090, -0.6804], [6.1598, -0.3579, -2.0735], [6.1712, 0.3069, -0.4376], [0.1261, -2.5501, -0.1946], [1.5040, -2.9740, -0.6746], [-0.5566, -3.4167, -0.2571], [0.1925, -2.2090, 0.8519], [1.7934, -3.8898, -0.1420], [1.5153, -3.2009, -1.7479], [2.2664, -2.2126, -0.4635], [-0.6531, -1.9795, -2.8428], [-1.8055, -1.5956, -3.7735], [-0.6977, -3.0669, -2.6500], [0.3272, -1.7632, -3.2977], [-1.6954, -2.1546, -4.7129], [-2.7776, -1.8702, -3.3480], [-1.8384, -0.5261, -4.0109], [-2.4050, -1.4540, -0.7032], [-2.6543, -1.8446, 0.7521], [-2.7788, -2.2450, -1.3732], [-2.9566, -0.5353, -0.9463], [-3.7101, -2.1318, 0.8745], [-2.0466, -2.7094, 1.0430], [-2.4473, -1.0117, 1.4421], [2.4997, -0.9443, 3.0868], [1.7309, -0.7936, 1.8578], [1.1124, 0.6435, 1.2402], [-0.2262, 0.9012, 2.1720], [-0.6952, 0.0166, 3.2194], [2.2499, 1.6766, 1.8296], [2.1210, 2.4363, 3.0688], [3.5758, -0.8867, 2.8610], [2.2742, -1.9359, 3.5027], [2.2400, -0.2007, 3.8652], [-0.9796, -0.9600, 2.7927], [0.0646, -0.1164, 4.0094], [-1.5713, 0.5348, 3.6419], [2.3635, 3.4703, 2.7885], [2.8584, 2.0686, 3.8043], [1.1020, 2.3780, 3.5052]],
  "homo_lumo_gap_ev": [6.424, 3.316],
  "e_lumo_ev": [-6.103, -9.254],
  "spin_multiplicity": 3,
  "e_homo_ha": [-0.460, -0.462],
  "charge": 2
}

Record 2
{
  "formula": "C28H49ErN2O2P3",
  "method": "wB97M-V/def2-TZVPD",
  "elements": ["Er", "P", "P", "P", "H", "C", "C", "H", "C", "C", "C", "C", "C", "C", "C", "C", "C", "H", "H", "H", "H", "H", "H", "H", "H", "H", "H", "H", "H", "H", "H", "H", "H", "H", "H", "H", "H", "H", "H", "H", "H", "H", "H", "H", "H", "H", "C", "C", "C", "C", "C", "C", "O", "H", "H", "H", "H", "H", "H", "C", "N", "N", "C", "O", "C", "C", "C", "C", "C", "C", "C", "C", "C", "H", "H", "H", "H", "H", "H", "H", "H", "H", "H", "H", "H"],
  "coordinates": [[-0.1201, -0.0741, -0.2568], [0.2305, -1.8619, 1.8953], [2.1524, -1.2124, -1.3665], [-2.0178, -2.0620, -0.6548], [-0.5260, 2.1930, -1.8018], [-1.4008, 1.5658, -1.5863], [-2.0174, 1.5373, -0.3565], [-1.6300, 2.1595, 0.4771], [1.4429, -1.2904, 3.1548], [0.8146, -3.5922, 1.7987], [-1.2898, -2.0597, 2.9203], [2.2457, -0.2981, -2.9481], [3.8728, -0.9861, -0.7721], [2.1805, -2.9864, -1.8311], [-3.7781, -1.6394, -0.3797], [-1.9145, -3.8787, -0.4240], [-2.0554, -2.0778, -2.4747], [-1.8641, 1.1640, -2.4833], [-3.0231, 1.1413, -0.1781], [1.4439, -0.1970, 3.2547], [2.4449, -1.6207, 2.8497], [1.2058, -1.7367, 4.1326], [1.8587, -3.5895, 1.4648], [0.2184, -4.1944, 1.1087], [0.7615, -4.0305, 2.8064], [-1.6793, -1.0803, 3.2274], [-1.0347, -2.6440, 3.8176], [-2.0751, -2.5771, 2.3521], [2.5656, -0.9972, -3.7287], [2.9919, 0.5030, -2.8475], [1.2775, 0.1572, -3.2217], [4.5634, -1.6064, -1.3671], [3.9365, -1.2730, 0.2874], [4.1520, 0.0737, -0.8701], [3.1552, -3.2261, -2.2814], [1.3731, -3.2187, -2.5428], [2.0369, -3.6097, -0.9354], [-4.4013, -2.3280, -0.9707], [-3.9575, -0.6051, -0.7050], [-4.0096, -1.7322, 0.6898], [-2.6937, -4.3575, -1.0387], [-2.0515, -4.1456, 0.6312], [-0.9300, -4.2351, -0.7653], [-2.9385, -2.6260, -2.8291], [-1.1412, -2.5497, -2.8573], [-2.0982, -1.0522, -2.8517], [-1.3335, -0.5062, -5.6303], [-0.5084, -0.4140, -6.7554], [-1.0827, -0.2336, -8.0107], [-2.4769, -0.2663, -8.1592], [-3.3063, -0.4537, -7.0504], [-2.7331, -0.5839, -5.7722], [-0.7513, -0.4124, -4.3634], [0.0893, -0.9514, -4.3478], [0.5751, -0.4448, -6.6210], [-0.4342, -0.0889, -8.8799], [-2.9199, -0.1802, -9.1506], [-4.3913, -0.4924, -7.1720], [-3.3697, -0.7649, -4.8963], [2.1803, 3.9031, 4.7697], [2.1097, 3.3925, 3.4190], [1.0523, 2.6624, 2.9620], [1.4042, 2.1266, 1.7550], [0.6360, 1.3280, 1.0801], [2.7176, 2.5469, 1.4719], [3.1257, 3.3042, 2.5441], [4.4292, 3.9628, 2.7665], [-0.1805, 2.6248, 3.7051], [-0.7230, 3.8233, 4.1772], [-1.7722, 3.7960, 5.0981], [-2.2871, 2.5651, 5.5259], [-1.7979, 1.3614, 4.9750], [-0.7718, 1.4016, 4.0350], [3.2152, 4.1940, 4.9467], [1.9227, 3.1419, 5.5111], [1.5630, 4.7902, 4.9269], [3.2887, 2.2712, 0.6035], [4.3198, 5.0265, 3.0336], [5.0239, 3.4792, 3.5623], [5.0192, 3.8971, 1.8386], [-0.3090, 4.7870, 3.8641], [-2.1423, 4.7336, 5.5292], [-3.0882, 2.5327, 6.2674], [-2.2120, 0.4026, 5.3041], [-0.3578, 0.4949, 3.5948]],
  "homo_lumo_gap_ev": [5.100, 5.158],
  "e_lumo_ev": [-9.674, -9.617],
  "spin_multiplicity": 4,
  "e_homo_ha": [-0.543, -0.543],
  "charge": 3
}

Record 3
{
  "formula": "C28H49F2HfN4O10S",
  "method": "wB97M-V/def2-TZVPD",
  "elements": ["Hf", "C", "C", "C", "C", "C", "C", "N", "O", "C", "C", "C", "H", "H", "H", "H", "H", "H", "H", "H", "H", "H", "H", "H", "H", "H", "H", "H", "H", "H", "F", "F", "C", "C", "C", "O", "C", "C", "C", "O", "O", "O", "H", "H", "C", "C", "O", "N", "C", "H", "H", "H", "H", "H", "H", "H", "C", "C", "O", "N", "C", "H", "H", "H", "H", "H", "H", "H", "C", "C", "O", "N", "C", "H", "H", "H", "H", "H", "H", "H", "C", "C", "C", "S", "O", "O", "C", "H", "H", "H", "H", "H", "H", "H", "H"],
  "coordinates": [[0.0884, -0.1154, 0.4407], [-0.9708, -3.2818, -3.3862], [-0.0968, -1.9954, -3.2276], [0.5451, -1.6071, -4.5717], [-0.4118, -0.9465, -5.5397], [-1.0363, 0.2359, -4.7995], [-1.7118, -0.0580, -3.4453], [-0.7162, -0.8060, -2.6860], [-1.0516, -0.9553, -1.3437], [-3.0654, -0.7361, -3.6739], [-1.9728, 1.3295, -2.8665], [1.0978, -2.5486, -2.4272], [-1.9709, -3.1593, -3.8051], [-1.0719, -3.8267, -2.4469], [-0.3978, -3.8954, -4.0851], [0.9052, -2.5253, -5.0494], [1.4066, -0.9585, -4.3935], [-1.1864, -1.6890, -5.7677], [0.0696, -0.6427, -6.4694], [-1.8012, 0.6503, -5.4688], [-0.2491, 0.9919, -4.7119], [-3.9215, -0.0591, -3.7064], [-3.3561, -1.3413, -2.8009], [-3.1038, -1.5037, -4.4493], [-1.0763, 1.7768, -2.4343], [-2.6977, 1.3072, -2.0499], [-2.3244, 2.0228, -3.6327], [1.5315, -3.4283, -2.9067], [0.8708, -2.8977, -1.4190], [1.8480, -1.7633, -2.3486], [1.8179, -1.4479, 0.4237], [-0.5158, 1.9524, 0.0961], [2.1636, -0.5282, 4.1286], [0.8851, -0.0134, 4.0347], [0.2245, 0.6188, 5.2333], [-0.8224, 1.3258, 5.1386], [0.8681, 0.5973, 6.4768], [2.0244, -0.2215, 6.7066], [2.6431, -0.9255, 5.4293], [3.5742, -1.6903, 5.6400], [2.5705, -0.4218, 7.7842], [0.3559, 0.0863, 2.8707], [2.6053, -1.0145, 3.2644], [0.3356, 0.9874, 7.3334], [3.2260, 0.8501, -2.7845], [1.9531, 1.3111, -2.1192], [1.4188, 0.5033, -1.3723], [1.5345, 2.5800, -2.2272], [1.8882, 3.4514, -3.3218], [4.0398, 1.5376, -2.5162], [3.2327, 0.8827, -3.8730], [3.5292, -0.0751, -2.3065], [0.6313, 2.7193, -1.7856], [2.6237, 4.2049, -3.0119], [1.0204, 3.8932, -3.8004], [2.5342, 2.9777, -4.0650], [-2.6415, -0.7362, 3.4986], [-2.9059, 0.0214, 2.2248], [-2.0574, 0.0875, 1.3413], [-3.9841, 0.8115, 2.2478], [-4.3681, 1.6527, 1.1350], [-3.5850, -1.0704, 3.9369], [-2.1895, -0.0353, 4.2154], [-1.9555, -1.5516, 3.2943], [-4.5542, 0.8827, 3.0699], [-5.3294, 2.1413, 1.3211], [-4.6953, 1.0232, 0.3017], [-3.6615, 2.4296, 0.8575], [0.3889, -4.3280, 1.3622], [-0.7574, -3.4033, 1.0797], [-0.5995, -2.1940, 1.1739], [-1.8241, -3.9459, 0.4702], [-2.9538, -3.1540, 0.0124], [0.5705, -5.0335, 0.5511], [0.1092, -4.9503, 2.2212], [1.2876, -3.7854, 1.6374], [-1.6915, -4.8849, 0.1390], [-2.9770, -2.1216, 0.3370], [-3.8752, -3.6161, 0.3799], [-2.9552, -3.2191, -1.0760], [1.4081, 3.7137, 3.0773], [2.6689, 3.2764, 3.8645], [3.5450, 2.3509, 2.9863], [2.8292, 2.4541, 1.3144], [2.0707, 1.2395, 1.1347], [3.7926, 2.8393, 0.3059], [1.7528, 3.8426, 1.6151], [0.9942, 4.6541, 3.4487], [0.6106, 3.0001, 3.3085], [2.3026, 2.8653, 4.8035], [3.2749, 4.1569, 4.0861], [3.6066, 1.2905, 3.2161], [4.4471, 2.9244, 2.7765], [0.9702, 3.9305, 0.8661], [2.3973, 4.7264, 1.5590]],
  "homo_lumo_gap_ev": 5.431,
  "e_lumo_ev": 2.073,
  "spin_multiplicity": 1,
  "relative_energy_kcal_mol": 0.0,
  "e_homo_ha": -0.123,
  "charge": -1
}

| no. | electronic energy (a.u.) |
| --- | --- |
| 1 | -5823.69001 |
| 2 | -3394.55320 |
| 3 | -2713.91416 |